{
  "formula": "C4H15N2O",
  "method": "ωB97M-V with the def2-TZVPD basis set",
  "elements": ["C", "N", "C", "N", "C", "C", "H", "H", "H", "H", "H", "H", "H", "H", "H", "H", "H", "H", "H", "H", "H", "O"],
  "xyz": [[0.128, -0.087, 1.500], [1.556, -0.465, 1.394], [-0.429, 0.018, 0.092], [0.139, -1.199, -0.644], [-2.517, 0.134, -1.389], [-1.945, 0.091, 0.040], [-0.390, -0.900, 2.022], [-0.050, 0.843, 2.040], [1.880, -0.621, 2.341], [2.052, 0.360, 1.065], [0.001, 0.873, -0.435], [-0.484, -2.001, -0.758], [0.987, -1.442, -0.059], [0.415, -0.945, -1.597], [-3.551, -0.215, -1.359], [-2.530, 1.126, -1.807], [-1.998, -0.556, -2.060], [-2.366, -0.721, 0.618], [-2.225, 1.028, 0.514], [4.037, 2.291, -0.380], [3.864, 0.838, -0.810], [3.424, 1.550, -0.328]],
  "forces_ev_per_angstrom": [[0.3, -0.5, 0.0], [-0.6, 0.6, 0.4], [-0.2, -0.1, -0.2], [0.0, 0.1, -0.5], [-0.3, -0.9, 0.5], [0.2, 0.4, -0.8], [0.0, 0.2, 0.0], [0.0, 0.0, 0.0], [0.3, -0.3, -0.1], [0.4, 0.0, -0.1], [0.1, 0.0, 0.1], [-0.2, 0.1, 0.4], [-0.1, 0.1, -0.2], [0.1, -0.1, 0.3], [0.0, 0.1, -0.1], [0.2, 0.3, -0.2], [0.0, 0.2, -0.1], [-0.1, -0.3, 0.1], [0.0, 0.0, 0.4], [0.0, 0.1, 0.0], [0.0, 0.2, 0.1], [-0.1, -0.3, -0.1]],
  "lowdin_charge": [-0.205, 0.007, -0.301, 0.199, -0.074, -0.199, 0.134, 0.135, 0.100, 0.058, 0.160, 0.169, 0.136, 0.166, 0.086, 0.079, 0.066, 0.118, 0.128, 0.052, 0.046, -0.059],
  "orbital_gap_ha": 0.4208,
  "charge": 1,
  "total_energy_ev": -9413.1941,
  "lumo_ev": -3.0413
}



{
  "formula": "C4H15N2O",
  "method": "ωB97M-V with the def2-TZVPD basis set",
  "elements": ["C", "N", "C", "C", "N", "C", "H", "H", "H", "H", "H", "H", "H", "H", "H", "H", "H", "H", "H", "H", "H", "O"],
  "xyz": [[-1.560, 0.778, -0.663], [-0.862, -0.118, -1.578], [-1.538, -1.551, -1.451], [-0.820, 0.396, 0.649], [0.797, 0.326, 0.457], [1.291, 1.723, 0.534], [-1.360, 1.836, -0.987], [-2.795, 0.699, -0.749], [-0.871, 0.312, -2.513], [-2.707, -1.553, -1.399], [-1.343, -2.162, -2.363], [-1.086, -2.192, -0.664], [-1.066, 1.152, 1.466], [-1.154, -0.670, 0.785], [0.955, 0.060, -0.538], [1.193, -0.475, 1.152], [0.461, 2.339, 0.031], [1.188, 2.029, 1.666], [2.231, 1.950, -0.072], [3.342, -1.586, 1.342], [2.967, -1.907, 2.872], [2.736, -1.385, 2.024]],
  "forces_ev_per_angstrom": [[-0.4, 0.8, -0.9], [-1.8, -1.9, -0.7], [-0.4, 0.3, -1.8], [-0.6, -0.1, 0.5], [-1.7, -1.2, 0.6], [-1.2, 2.0, 1.2], [-0.1, -0.9, 0.5], [3.2, -0.1, 1.0], [-0.4, -1.1, 0.3], [2.1, 0.5, 0.3], [0.1, 0.8, 0.4], [-0.4, 0.9, -0.1], [0.7, -1.5, -0.7], [0.6, 1.3, 0.8], [-0.7, -0.6, 0.6], [-0.4, 2.5, -1.6], [1.4, -0.8, 0.6], [1.1, -0.3, -2.3], [-1.0, -0.7, 1.5], [1.3, -0.7, -0.8], [-0.4, 1.2, -2.4], [-1.1, -0.4, 2.9]],
  "lowdin_charge": [-0.265, -0.150, -0.077, -0.102, -0.032, -0.056, 0.111, 0.182, 0.117, 0.111, 0.077, 0.069, 0.143, 0.110, 0.139, 0.184, 0.097, 0.140, 0.123, 0.023, 0.123, -0.066],
  "orbital_gap_ha": 0.3938,
  "charge": 1,
  "total_energy_ev": -9410.6012,
  "lumo_ev": -2.7713
}



{
  "formula": "C4H15N2O",
  "method": "ωB97M-V with the def2-TZVPD basis set",
  "elements": ["C", "C", "C", "C", "N", "N", "H", "H", "H", "H", "H", "H", "H", "H", "H", "H", "H", "H", "H", "H", "H", "O"],
  "xyz": [[1.464, 0.195, 1.848], [1.078, 1.159, 0.732], [-0.438, 1.096, 0.321], [-0.484, 0.737, -1.162], [0.038, -0.687, -1.136], [1.003, -1.180, 1.450], [2.544, 0.075, 1.880], [1.065, 0.614, 2.763], [1.682, 0.994, -0.161], [1.314, 2.157, 1.101], [-0.910, 0.337, 0.947], [-0.824, 2.018, 0.751], [0.263, 1.349, -1.634], [-1.490, 0.827, -1.526], [-0.771, -1.318, -1.188], [0.368, -0.791, -2.095], [0.552, -1.053, -0.276], [0.291, -1.544, 2.075], [1.723, -1.859, 1.658], [-3.362, -1.012, -1.528], [-2.608, -1.103, -2.885], [-2.499, -1.009, -1.934]],
  "forces_ev_per_angstrom": [[0.1, -0.7, -1.5], [-0.2, 0.2, 0.2], [1.6, 0.4, 1.6], [0.3, 0.4, 3.0], [-1.8, -0.3, -2.2], [-0.3, -0.3, 0.8], [0.1, 0.6, 0.4], [0.0, -0.6, 0.5], [0.3, 0.0, 0.1], [0.1, 0.1, -0.3], [-0.2, -0.3, -0.3], [-0.7, 0.3, -1.1], [-0.1, 0.2, -0.7], [0.1, -0.3, -0.7], [-0.4, 0.3, 0.2], [1.2, -0.6, 0.5], [0.6, 0.7, 0.0], [-0.5, 0.4, -0.1], [0.5, 0.1, -0.3], [-0.5, -0.1, 0.0], [-0.4, -0.1, 0.0], [0.2, -0.3, -0.2]],
  "lowdin_charge": [-0.213, -0.201, -0.169, -0.142, 0.139, -0.017, 0.117, 0.119, 0.104, 0.116, 0.107, 0.120, 0.122, 0.104, 0.117, 0.163, 0.115, 0.093, 0.089, 0.075, 0.082, -0.038],
  "orbital_gap_ha": 0.4203,
  "charge": 1,
  "total_energy_ev": -9412.4851,
  "lumo_ev": -2.8266
}



{
  "formula": "C4H15N2O2",
  "method": "ωB97M-V with the def2-TZVPD basis set",
  "elements": ["N", "C", "C", "C", "O", "C", "N", "H", "H", "H", "H", "H", "H", "H", "H", "H", "H", "H", "H", "H", "H", "H", "O"],
  "xyz": [[-1.478, 0.694, 3.478], [0.655, -1.329, -0.331], [1.687, -0.506, -0.959], [1.604, -0.415, -2.442], [2.434, 0.682, -2.941], [-0.265, -0.707, 0.706], [-1.679, -0.502, 0.014], [-1.834, 1.482, 3.001], [-0.916, 0.881, 4.284], [-2.241, 0.110, 3.687], [0.930, -2.353, -0.009], [1.601, 0.489, -0.601], [2.679, -0.844, -0.670], [2.032, -1.314, -2.968], [0.523, -0.318, -2.789], [2.295, 0.879, -3.883], [0.082, 0.287, 1.109], [-0.526, -1.448, 1.508], [-1.405, -1.053, -0.829], [-2.346, -1.093, 0.570], [-1.364, 1.354, -0.040], [-1.310, 2.820, -0.292], [-1.157, 2.203, 0.398]],
  "forces_ev_per_angstrom": [[0.9, -0.9, -0.9], [1.7, 1.0, 4.7], [-0.4, 0.0, 0.1], [0.3, -0.1, -4.6], [-0.9, -0.5, 1.3], [-1.2, 0.0, 0.0], [1.9, -2.0, -0.2], [0.0, 1.2, -0.2], [0.0, 0.4, 0.3], [-0.9, -0.7, 0.6], [-0.8, -0.2, -1.5], [-0.4, 1.1, 0.4], [0.2, -0.7, 0.1], [-0.7, 0.4, 0.9], [1.2, 0.1, 0.4], [-0.3, -0.5, 0.5], [-0.2, -1.1, -0.5], [1.0, 0.7, -0.5], [-1.9, 0.6, 0.0], [0.7, 0.7, -0.8], [-0.3, 0.4, 0.5], [-0.2, 1.3, -0.8], [0.3, -1.3, 0.3]],
  "lowdin_charge": [0.064, 0.185, -0.142, -0.224, -0.052, -0.182, 0.065, 0.000, 0.024, 0.001, 0.164, 0.128, 0.169, 0.146, 0.144, 0.110, 0.117, 0.134, 0.078, 0.119, -0.014, 0.025, -0.060],
  "orbital_gap_ha": 0.1866,
  "charge": 1,
  "total_energy_ev": -11455.4230,
  "lumo_ev": -7.8851
}